# 1
55
Properties=species:S:1:pos:R:3:forces:R:3 method="wB97M-V/def2-TZVPD" spin_multiplicity=2 e_tot_ha=-4400.90160 charge=+2 homo_ev="-14.188 / -14.244" e_above_lowest_ev=0.000
Ru -0.365173 0.520941 0.280704 -1.0 0.5 -0.8
C 0.134880 3.590243 -1.041674 0.0 0.0 -0.1
C 0.931567 3.481414 0.243691 0.1 0.0 0.0
S 0.378392 2.275032 1.493444 0.1 0.1 0.2
C -1.092276 3.027369 2.243833 0.0 0.0 -0.1
C -2.270663 3.185028 1.300535 0.1 0.0 0.1
S -2.586617 1.642737 0.370935 0.3 -0.1 0.0
C -2.977475 2.271507 -1.289559 0.1 0.0 0.0
C -1.883634 2.076248 -2.346906 0.0 -0.1 0.0
S -0.181634 1.945306 -1.752628 0.2 0.0 0.2
H 0.719310 4.151973 -1.770205 0.0 0.0 0.0
H -0.812437 4.104191 -0.911675 0.0 0.0 0.0
H 1.019992 4.449271 0.740243 0.0 0.0 0.0
H 1.946542 3.144872 0.022047 0.0 0.0 0.0
H -0.789990 3.986731 2.666149 0.0 0.0 0.0
H -1.323960 2.359498 3.074484 0.0 0.0 0.0
H -2.115296 4.002511 0.603507 0.0 0.0 0.0
H -3.175103 3.400899 1.868585 0.0 0.0 0.0
H -3.253386 3.318831 -1.176766 0.0 0.0 0.0
H -3.874815 1.739655 -1.603045 0.0 0.0 0.0
H -1.908379 2.884012 -3.079165 0.0 0.0 0.0
H -2.035512 1.148655 -2.899125 0.0 0.0 0.0
Cl 0.110764 0.003743 3.818014 0.0 0.0 0.0
C -1.037577 -0.956637 2.952350 -0.1 0.1 0.0
C -1.275869 -0.688600 1.609161 0.2 -0.1 0.4
C -2.177169 -1.517711 0.957177 -0.2 0.1 0.1
Cl -2.410899 -1.213869 -0.759759 -0.5 0.5 0.2
C -2.857412 -2.557705 1.566145 0.0 0.0 0.0
Cl -3.954033 -3.524691 0.684460 0.0 0.0 0.0
C -2.605651 -2.797386 2.921220 0.0 0.0 0.0
Cl -3.408272 -4.071045 3.717230 0.0 0.0 0.0
C -1.686746 -2.000595 3.614447 0.0 0.0 0.0
Cl -1.360098 -2.313275 5.260361 0.0 0.0 0.0
C -0.084312 -3.020739 -0.695327 0.2 -0.4 -0.1
C 0.632352 -1.971825 -1.534957 0.2 -0.2 -0.1
N 2.028707 -1.846084 -1.100906 -0.1 0.0 -0.3
C 3.024094 -2.557361 -1.926218 -0.1 -0.1 0.1
C 3.503397 -1.689489 -3.076538 0.0 0.0 0.0
C 2.358391 -1.099031 -0.070721 0.0 -0.1 -0.1
C 3.743342 -1.191245 0.509662 -0.1 0.0 0.0
N 1.496249 -0.245680 0.474220 -0.2 0.1 0.5
H -1.124807 -3.116419 -1.002534 0.4 -0.3 0.0
H -0.050556 -2.767571 0.366033 0.0 -0.1 -0.1
H 0.393959 -3.991441 -0.827880 0.1 0.0 0.0
H 0.140630 -0.991816 -1.509597 0.2 -0.1 -0.1
H 0.650408 -2.279071 -2.580633 0.0 0.1 0.0
H 2.537422 -3.460635 -2.295109 0.0 0.0 0.0
H 3.851513 -2.883651 -1.304320 0.0 0.0 0.0
H 2.686453 -1.439915 -3.753773 0.0 0.0 0.0
H 4.260400 -2.222989 -3.649153 0.0 0.0 0.0
H 3.946925 -0.761601 -2.712818 0.0 0.0 0.0
H 4.012298 -2.226997 0.711096 0.0 0.0 0.0
H 3.803611 -0.636471 1.442978 0.0 0.0 0.0
H 4.480538 -0.778441 -0.180019 0.0 0.0 0.0
H 1.887616 0.109320 1.338300 0.1 0.1 -0.1

# 2
56
Properties=species:S:1:pos:R:3:forces:R:3 method="wB97M-V/def2-TZVPD" e_tot_ha=-2859.81479 charge=+2 homo_ev=-12.539
C 1.528362 -0.205033 -1.659156 -0.1 0.1 0.0
C 1.601169 -0.527631 -3.157491 -0.1 0.0 0.0
C 0.203887 -0.872267 -3.661272 0.0 0.2 -0.1
C 2.753087 -1.497919 -3.518963 0.0 0.0 0.2
C 2.575918 -3.014278 -3.532999 0.0 -0.1 0.2
P 1.693629 -3.909653 -5.031962 -0.1 0.0 0.2
O 0.128101 -3.702594 -4.618888 -0.1 0.2 -0.2
Cl 1.932061 -2.427451 -6.452917 0.1 0.1 -0.1
O 3.946288 -3.534702 -3.699850 -0.2 0.0 -0.1
S 4.097926 -5.014042 -3.114556 -0.1 0.0 0.0
O 4.064917 -5.992928 -4.126322 0.1 -0.1 -0.1
O 5.115736 -4.985277 -2.132419 0.2 0.0 0.1
O 2.654429 -5.032483 -2.387570 0.1 0.1 0.2
C 2.197809 -3.692224 -2.187446 0.1 -0.2 -0.1
O 0.851363 -3.755268 -1.934477 -0.1 0.4 0.0
S 3.092649 -2.953237 -0.733243 -0.1 0.1 0.1
H 1.021410 0.751827 -1.513461 -0.1 0.0 0.0
H 0.953436 -0.964229 -1.116037 0.0 -0.1 0.0
H 2.514501 -0.125784 -1.204627 0.1 0.0 0.0
H 1.880987 0.405026 -3.650936 0.1 0.0 0.0
H 0.194324 -1.032603 -4.736107 0.0 -0.1 0.0
H -0.197774 -1.757914 -3.171452 0.0 0.0 0.0
H -0.465326 -0.031366 -3.462860 0.0 0.0 0.1
H 3.162622 -1.226081 -4.489032 -0.1 0.0 -0.1
H 3.560114 -1.324959 -2.804320 0.1 0.1 -0.1
H -0.448925 -3.559505 -5.384431 0.1 -0.2 0.1
H 0.713445 -3.387969 -1.052547 0.0 -0.3 -0.1
H 3.657892 -4.105169 -0.345475 0.0 0.0 0.0
C -4.439342 6.584294 4.145842 0.0 0.0 0.0
N -3.686722 5.352247 3.800715 0.0 0.0 0.0
C -3.386672 4.480948 4.779522 0.0 0.0 0.0
C -2.703536 3.318982 4.506803 0.0 0.0 0.0
C -2.324411 3.040002 3.195160 0.0 0.0 0.0
C -2.642595 3.957875 2.200057 0.0 0.0 0.0
C -3.323400 5.109373 2.532961 0.0 0.0 0.0
C -1.596269 1.783826 2.865688 0.0 0.0 0.0
C -2.087205 0.911943 1.900047 0.0 0.0 0.0
C -1.391790 -0.243893 1.614855 0.0 0.0 0.0
N -0.248320 -0.533455 2.251588 0.0 0.0 0.0
C 0.245635 0.295078 3.187506 0.0 0.0 0.0
C -0.408896 1.458505 3.518256 0.0 0.0 0.0
C 0.507039 -1.768406 1.924520 0.0 0.0 0.0
H -3.886103 7.133597 4.903089 0.0 0.0 0.0
H -5.419414 6.301925 4.522148 0.0 0.0 0.0
H -4.546434 7.191954 3.253746 0.0 0.0 0.0
H -3.712479 4.744767 5.776220 0.0 0.0 0.0
H -2.486149 2.638064 5.318106 0.0 0.0 0.0
H -2.356736 3.800140 1.169357 0.0 0.0 0.0
H -3.589291 5.856940 1.799508 0.0 0.0 0.0
H -3.012336 1.106987 1.375570 0.0 0.0 0.0
H -1.733276 -0.957688 0.878955 0.0 0.0 0.0
H 1.173543 -0.004814 3.654682 0.0 0.0 0.0
H 0.020594 2.103449 4.272375 0.0 0.0 0.0
H 0.636117 -2.354494 2.830929 0.0 0.0 0.0
H 1.472205 -1.491428 1.505686 0.0 0.0 0.0
H -0.057792 -2.340999 1.196925 0.0 0.0 0.0

# 3
55
Properties=species:S:1:pos:R:3:forces:R:3 method="wB97M-V/def2-TZVPD" e_tot_ha=-3250.84249 charge=+1 homo_ev="-10.716 / -10.715" e_above_lowest_ev=0.150
Co -0.680567 -0.567932 0.569007 0.2 0.1 0.4
N 1.947954 -3.848970 0.146695 0.0 0.0 0.1
C 1.271129 -2.693207 0.222160 0.1 0.0 -0.1
S -0.349695 -2.734472 0.860672 -0.1 -0.1 -0.2
N 1.879331 -1.615436 -0.220136 -0.2 0.0 0.1
N 1.088846 -0.513811 -0.084392 0.0 -0.1 -0.1
C 1.572695 0.639824 -0.395830 -0.1 0.3 0.0
C 2.923855 0.867136 -0.952767 0.0 -0.1 0.0
C 3.227914 0.409815 -2.230978 0.0 0.0 0.0
C 4.483313 0.646407 -2.767479 0.0 0.0 0.0
C 5.438878 1.330934 -2.028354 0.0 0.0 0.0
C 5.139647 1.781890 -0.751181 0.0 0.0 0.0
C 3.880746 1.554547 -0.214286 0.0 0.0 0.0
C 0.643125 1.760196 -0.137493 0.2 -0.2 0.0
C 0.942379 3.086022 -0.394731 -0.1 0.1 0.0
C -0.006657 4.051597 -0.087436 0.0 0.0 0.0
C -1.217800 3.665883 0.460757 0.0 -0.1 0.0
C -1.449936 2.315601 0.670195 0.0 0.1 0.0
N -0.543524 1.388335 0.381653 -0.1 -0.1 -0.2
H 1.551192 -4.695533 0.510417 0.0 0.0 0.0
H 2.913781 -3.829751 -0.134804 0.0 0.0 0.0
H 2.484215 -0.135443 -2.798385 0.0 0.0 0.0
H 4.717004 0.292379 -3.762550 0.0 0.0 0.0
H 6.419157 1.511621 -2.448790 0.0 0.0 0.0
H 5.884698 2.310048 -0.171480 0.0 0.0 0.0
H 3.646051 1.904563 0.784259 0.0 0.0 0.0
H 1.895472 3.347644 -0.831312 0.0 0.0 0.0
H 0.200069 5.095485 -0.281466 0.0 0.0 0.0
H -1.982474 4.387852 0.707341 0.0 0.0 0.0
H -2.394748 1.955971 1.055733 0.0 0.0 0.0
C -4.332887 -1.111844 4.182351 0.0 0.0 0.0
O -3.988507 -0.903401 2.802978 0.0 0.0 0.0
C -2.741275 -0.693887 2.437782 -0.1 0.0 -0.1
O -2.516226 -0.516012 1.238558 0.0 0.0 0.1
N -1.782325 -0.652631 3.387519 0.0 0.0 0.0
N -0.465944 -0.391164 2.994624 0.0 0.0 -0.1
H -5.408354 -1.245214 4.190560 0.0 0.0 0.0
H -4.069425 -0.239351 4.780523 0.0 0.0 0.0
H -3.858035 -2.016919 4.563104 0.0 0.0 0.0
H -1.977489 -0.929096 4.335453 0.0 0.0 0.0
H 0.118097 -1.208111 3.141747 0.0 0.0 0.0
H -0.108867 0.412017 3.498835 0.0 0.0 0.0
C -2.242603 0.631133 -2.032865 -0.1 0.0 -0.2
Si -1.565494 -1.035367 -1.503588 0.1 0.2 0.2
C -0.340117 -1.645233 -2.780900 0.1 0.0 0.0
C -2.973961 -2.243297 -1.326212 -0.1 0.0 0.0
H -2.759053 0.529299 -2.992318 0.0 0.0 0.0
H -1.447416 1.366561 -2.169182 0.0 0.0 0.0
H -2.960616 1.017343 -1.308004 0.0 0.0 0.0
H -0.786019 -2.473800 -3.335401 0.0 0.0 0.0
H 0.602145 -1.999724 -2.363664 0.0 0.0 0.0
H -0.120147 -0.848480 -3.495245 0.0 0.0 0.0
H -3.406178 -2.425045 -2.314607 0.0 0.0 0.0
H -3.759761 -1.849002 -0.682109 0.0 0.0 0.0
H -2.635592 -3.197972 -0.924982 0.0 0.0 0.0

# 4
58
Properties=species:S:1:pos:R:3:forces:R:3 method="wB97M-V/def2-TZVPD" e_tot_ha=-2889.25927 homo_ev=-8.987 smiles="Cc1cccc(CC2=C(P(O)I)C(=O)OC2=O)c1.CCOS(C)(=O)=O.CCOS(C)(=O)=O"
C 1.675850 -4.146599 3.691358 0.4 -0.3 -1.1
C 2.199912 -3.206632 2.566616 1.1 0.8 -1.8
C 1.679716 -1.887913 2.238714 1.2 -0.3 -0.9
C 2.242369 -1.069384 1.151265 0.8 -2.2 0.3
C 3.347851 -1.592030 0.329639 -1.2 -0.8 1.8
C 3.863832 -2.917903 0.633876 -0.8 -0.1 1.2
C 5.013778 -3.631436 -0.183855 -1.0 -0.6 0.1
C 4.276447 -4.642397 -1.132132 1.3 1.2 0.8
C 4.278248 -6.012772 -1.158507 -0.8 3.1 -0.5
P 5.207855 -7.183394 -0.032746 -0.4 -1.7 -0.3
O 4.709097 -6.970648 1.566022 0.0 0.8 -1.2
I 7.585118 -6.457136 0.007307 -0.7 0.3 0.1
C 3.287078 -6.295725 -2.329508 -0.1 -0.1 0.8
O 3.014523 -7.282462 -2.926727 0.3 0.1 0.4
O 2.603507 -5.091783 -2.647195 0.9 0.8 -0.6
C 3.349904 -3.979276 -2.203906 0.4 -2.9 1.4
O 3.261720 -2.853523 -2.546621 -0.3 -0.4 -0.2
C 3.302076 -3.710309 1.734531 -0.9 2.0 -0.3
H 2.567834 -4.511784 4.271512 -1.0 0.5 -0.2
H 0.876882 -3.708843 4.333500 0.8 -0.2 -0.5
H 1.259195 -5.062131 3.176019 0.2 0.9 0.6
H 0.830228 -1.483554 2.835966 0.8 -0.3 -0.6
H 1.803890 -0.060978 0.942055 0.5 -1.1 0.3
H 3.755713 -0.986395 -0.513440 -0.4 -0.7 0.9
H 5.632773 -2.912499 -0.773472 -0.6 -0.5 0.4
H 5.686875 -4.194995 0.519861 -0.7 0.6 -0.7
H 3.737839 -6.970280 1.651480 0.4 0.0 -0.1
H 3.709277 -4.730363 1.949498 -0.3 1.1 -0.2
C -1.076170 3.434264 -0.969907 -0.2 -0.1 0.2
C 0.291089 3.891097 -0.498406 -0.2 -0.6 -0.8
O 0.200551 4.735739 0.657028 0.1 0.1 0.7
S -0.057610 4.050061 2.085314 0.2 0.6 -0.3
C 0.333673 5.457155 3.078641 0.1 0.1 -0.1
O 0.938259 3.038444 2.303811 -0.4 -0.1 -0.1
O -1.456317 3.771989 2.219666 0.3 -0.3 0.1
H -1.534819 2.758198 -0.246600 0.0 0.0 -0.1
H -0.998694 2.907478 -1.922443 0.1 0.1 0.0
H -1.749081 4.284774 -1.088214 0.1 0.0 -0.1
H 0.947310 3.039404 -0.302293 0.0 0.1 0.2
H 0.761563 4.485709 -1.282740 0.1 0.2 0.3
H 1.383854 5.705440 2.940089 -0.1 0.0 0.0
H 0.143224 5.193770 4.118018 0.0 -0.1 -0.1
H -0.305380 6.286064 2.780696 0.0 -0.1 0.0
C -6.114008 1.438615 -0.921592 0.3 0.1 0.0
C -7.106987 2.205112 -1.774696 0.0 -0.9 0.2
O -6.782279 3.599115 -1.843016 0.2 0.5 -0.3
S -5.593436 4.057393 -2.820219 -0.5 0.4 0.4
C -5.939918 5.789001 -2.788667 -0.1 0.0 0.1
O -5.853668 3.556072 -4.137953 0.3 -0.2 0.2
O -4.340646 3.829435 -2.163249 -0.1 -0.1 -0.3
H -5.131805 1.406297 -1.395666 -0.1 0.0 0.0
H -6.450504 0.411404 -0.770596 -0.1 0.1 0.0
H -5.988271 1.918842 0.050499 -0.1 0.0 0.0
H -7.180705 1.776978 -2.777347 0.1 0.2 0.0
H -8.097252 2.137786 -1.322099 0.0 0.3 -0.1
H -6.914862 5.961613 -3.239603 0.0 -0.1 0.0
H -5.164763 6.293656 -3.363513 0.0 -0.1 0.0
H -5.921734 6.132239 -1.756053 0.0 -0.1 0.0